# 1
Computed, not measured: C8H16CeO4 as an isolated structure, with ωB97M-V/def2-TZVPD.

- net charge = +3
- 2S+1 = 2
- lowest unoccupied orbital energy (spin up / spin down) (eV) = -11.81 / -11.31

Element x y z (Å)
Ce  -0.07  0.02  -0.13
O  0.62  -1.98  0.75
O  0.06  1.41  1.65
O  -1.73  -0.64  1.27
O  2.15  0.24  0.34
C  -0.32  -2.62  1.68
C  2.03  -2.08  1.11
C  1.38  2.06  1.72
C  2.49  1.02  1.54
C  -0.36  0.66  2.84
C  -1.75  0.09  2.54
C  -1.71  -2.11  1.32
C  2.78  -1.08  0.24
H  -0.04  -2.36  2.70
H  -2.45  -2.47  2.04
H  -0.28  -3.71  1.56
H  -2.46  0.91  2.40
H  3.83  -1.02  0.53
H  1.49  2.59  2.67
H  -2.09  -0.55  3.35
H  2.40  -3.09  0.92
H  -2.01  -2.44  0.33
H  2.14  -1.86  2.18
H  2.57  0.36  2.40
H  -0.44  1.34  3.69
H  1.38  2.78  0.91
H  3.44  1.53  1.38
H  0.37  -0.11  3.06
H  2.73  -1.35  -0.81

These are the Löwdin partial charges, in e, on atoms 1 to 8: number 1, Ce, carries 1.968; number 2, O, carries -0.291; number 3, O, carries -0.284; number 4, O, carries -0.293; number 5, O, carries -0.297; number 6, C, carries -0.061; number 7, C, carries -0.060; number 8, C, carries -0.049


# 2
Computed, not measured: C8H16Cl12FINO6PS as an isolated structure, with ωB97M-V/def2-TZVPD.

- 2S+1 = 1
- lowest unoccupied orbital energy (eV) = 0.38

Element x y z (Å)
I  -2.89  -1.19  -1.59
Cl  -3.35  2.13  -1.70
Cl  8.41  1.64  3.10
Cl  -1.42  -1.61  3.47
Cl  -3.68  1.51  1.15
Cl  4.98  0.06  -0.31
Cl  -8.52  0.24  -5.23
Cl  6.61  -1.98  1.00
Cl  0.99  -2.58  4.82
Cl  9.36  -1.14  2.91
Cl  -6.66  1.46  -3.32
Cl  -5.35  4.46  -2.96
Cl  -4.42  7.20  -3.41
S  -0.06  -3.80  0.74
P  1.84  -2.10  -0.43
F  0.07  -4.90  -0.31
O  -1.36  -3.90  1.28
O  -0.51  0.55  -1.20
O  2.52  -3.36  -0.67
O  1.88  -1.17  -1.72
O  2.42  -1.25  0.75
O  0.98  -4.03  1.68
N  0.17  -2.41  -0.15
C  -4.19  2.53  -0.20
C  -0.53  -1.23  0.43
C  -0.73  -2.85  4.53
C  6.54  -0.31  0.44
C  -8.10  1.70  -4.32
C  -1.05  -0.41  -0.75
C  -4.22  5.50  -3.84
C  9.29  0.32  3.90
H  -5.26  2.40  -0.35
H  3.06  -0.61  0.36
H  0.11  -0.57  1.01
H  8.78  0.09  4.83
H  -0.86  -3.82  4.05
H  -1.25  -2.82  5.48
H  10.30  0.66  4.09
H  -7.91  2.50  -5.02
H  -3.21  5.19  -3.60
H  -4.41  5.38  -4.90
H  6.68  0.35  1.29
H  -3.98  3.56  0.06
H  -8.93  1.95  -3.68
H  1.94  -1.78  -2.46
H  -1.41  -1.46  1.03
H  7.32  -0.15  -0.30

These are the natural (NBO) partial charges, in e, on atoms 1 to 8: number 1, I, carries 0.037; number 2, Cl, carries -0.019; number 3, Cl, carries -0.035; number 4, Cl, carries -0.044; number 5, Cl, carries -0.034; number 6, Cl, carries -0.046; number 7, Cl, carries -0.022; number 8, Cl, carries 0.005


# 3
Computed, not measured: a 4-piece molecular cluster, C8H16Cl8 overall, with ωB97M-V/def2-TZVPD.

- net charge = -1
- 2S+1 = 2
- lowest unoccupied orbital energy (spin up / spin down) (eV) = 2.50 / 2.43
- relative energy (zero: lowest compared OMol25 entry of this formula, charge and spin) (kcal per mole) = 3.93

Element x y z (Å)
Cl  5.41  -0.73  3.69
Cl  -1.64  3.37  0.55
Cl  -3.19  -3.18  1.64
Cl  1.51  0.88  0.93
Cl  -4.40  -4.02  -1.40
Cl  -4.36  1.86  -2.22
Cl  0.18  -1.58  -2.35
Cl  5.96  0.97  -0.19
C  -3.64  -2.07  0.36
C  0.31  -0.39  -1.03
C  1.68  -0.37  -0.40
C  -3.31  -2.64  -1.03
C  5.95  0.85  1.61
C  -3.01  1.91  -1.14
C  5.14  -0.37  1.97
C  -3.11  3.20  -0.37
H  -3.48  -1.90  -1.81
H  -2.29  -3.04  -1.01
H  2.14  -1.27  0.02
H  -3.07  1.01  -0.52
H  6.95  0.81  2.02
H  -3.94  3.18  0.34
H  5.63  1.86  1.90
H  -4.69  -1.80  0.43
H  -3.18  4.12  -0.94
H  0.24  0.62  -1.45
H  5.58  -1.16  1.37
H  -0.47  -0.64  -0.31
H  -3.08  -1.14  0.47
H  -2.20  1.83  -1.86
H  4.06  -0.27  1.86
H  2.32  0.12  -1.13

These are the natural (NBO) partial charges, in e, on atoms 1 to 8: number 1, Cl, carries -0.082; number 2, Cl, carries -0.059; number 3, Cl, carries -0.051; number 4, Cl, carries -0.185; number 5, Cl, carries -0.103; number 6, Cl, carries -0.102; number 7, Cl, carries -0.316; number 8, Cl, carries -0.136


# 4
Computed, not measured: a 4-piece molecular cluster, C8H16Cl8 overall, with ωB97M-V/def2-TZVPD.

- SMILES = ClCCCl.ClCCCl.ClCCCl.ClCCCl
- 2S+1 = 1
- lowest unoccupied orbital energy (eV) = 0.43
- relative energy (zero: lowest compared OMol25 entry of this formula, charge and spin) (kcal per mole) = 2.09

Element x y z (Å)
Cl  -12.04  -12.25  10.73
Cl  -14.89  -4.74  12.25
Cl  -16.77  -2.61  13.98
Cl  -16.46  -14.95  14.74
Cl  -14.46  -10.38  13.68
Cl  -10.20  -14.26  8.53
Cl  -17.09  -8.61  12.64
Cl  -16.15  -13.82  11.49
C  -15.56  -8.82  11.75
C  -9.67  -13.38  9.98
C  -14.86  -14.19  12.65
C  -15.80  -5.17  13.72
C  -10.71  -13.39  11.07
C  -17.07  -4.36  13.84
C  -14.94  -10.17  11.98
C  -15.25  -13.82  14.06
H  -11.16  -14.37  11.17
H  -13.98  -13.61  12.36
H  -14.39  -13.88  14.72
H  -15.14  -5.04  14.58
H  -15.68  -12.83  14.10
H  -15.79  -8.70  10.69
H  -16.05  -6.22  13.59
H  -17.62  -4.65  14.73
H  -9.42  -12.36  9.68
H  -14.03  -10.26  11.39
H  -15.61  -10.99  11.74
H  -17.70  -4.53  12.97
H  -8.75  -13.85  10.34
H  -10.26  -13.11  12.02
H  -14.90  -8.01  12.05
H  -14.61  -15.24  12.56

These are the natural (NBO) partial charges, in e, on atoms 1 to 8: number 1, Cl, carries -0.076; number 2, Cl, carries -0.072; number 3, Cl, carries -0.061; number 4, Cl, carries -0.072; number 5, Cl, carries -0.075; number 6, Cl, carries -0.054; number 7, Cl, carries -0.066; number 8, Cl, carries -0.062


# 5
Computed, not measured: a 2-piece molecular cluster, C8H16ClFN4O4 overall, with ωB97M-V/def2-TZVPD.

- 2S+1 = 1
- lowest unoccupied orbital energy (eV) = 0.16
- relative energy (zero: lowest compared OMol25 entry of this formula, charge and spin) (kcal per mole) = 0.00

Element x y z (Å)
Cl  -1.14  3.26  -2.59
F  1.99  -4.01  2.27
O  -2.29  4.07  -2.33
O  -0.72  2.66  -1.30
O  -1.46  2.17  -3.47
O  -0.05  4.03  -3.09
N  2.20  -0.92  -0.63
N  0.57  0.55  -0.72
N  0.09  -0.54  -0.09
N  2.60  1.26  -1.66
C  -1.31  -0.31  1.94
C  -2.29  0.06  -0.37
C  2.31  -3.20  1.21
C  -1.27  -0.70  0.46
C  1.01  -2.79  0.52
C  1.11  -1.42  -0.07
C  -0.94  1.14  2.23
C  1.84  0.31  -1.03
H  -2.33  -0.50  2.28
H  -2.26  -0.23  -1.43
H  -0.68  1.26  3.28
H  2.96  -3.76  0.54
H  0.22  -2.83  1.26
H  0.77  -3.48  -0.29
H  -1.48  -1.77  0.38
H  -2.15  1.13  -0.33
H  -0.08  1.48  1.66
H  0.04  1.47  -0.91
H  2.85  -2.33  1.59
H  -1.77  1.82  2.02
H  2.78  2.14  -1.22
H  -3.28  -0.16  0.03
H  -0.65  -0.98  2.50
H  2.82  1.14  -2.63

These are the natural (NBO) partial charges, in e, on atoms 1 to 8: number 1, Cl, carries 2.564; number 2, F, carries -0.360; number 3, O, carries -0.818; number 4, O, carries -0.942; number 5, O, carries -0.851; number 6, O, carries -0.831; number 7, N, carries -0.475; number 8, N, carries -0.324


# 6
Computed, not measured: C8H16GdO5 as an isolated structure, with ωB97M-V/def2-TZVPD.

- net charge = +3
- 2S+1 = 8
- lowest unoccupied orbital energy (spin up / spin down) (eV) = -13.30 / -13.86

Element x y z (Å)
Gd  1.06  4.95  0.65
O  -0.61  -1.12  -2.25
O  2.73  0.55  0.45
O  0.92  0.49  -2.92
O  -1.46  -0.11  -2.11
O  1.91  -1.30  -1.90
C  -3.15  -1.40  1.22
C  1.37  2.71  0.72
C  -2.23  -1.59  -0.12
C  1.65  -0.42  0.51
C  1.84  -1.66  -0.49
C  2.50  1.70  1.29
C  -2.61  -0.54  -1.29
C  0.76  -0.62  -2.34
H  -1.14  -1.46  0.25
H  -2.45  -1.21  2.11
H  2.29  1.36  2.37
H  1.14  3.50  1.54
H  1.08  -2.51  -0.26
H  0.59  0.03  0.37
H  -3.03  0.40  -0.77
H  -3.74  -2.36  1.41
H  1.67  -0.87  1.59
H  1.78  3.17  -0.28
H  -2.31  -2.67  -0.49
H  0.37  2.21  0.45
H  2.87  -2.12  -0.23
H  -3.83  -0.48  1.15
H  -3.47  -0.93  -1.96
H  3.50  2.28  1.33

These are the Löwdin partial charges, in e, on atoms 1 to 8: number 1, Gd, carries 1.976; number 2, O, carries 0.140; number 3, O, carries -0.124; number 4, O, carries 0.177; number 5, O, carries 0.100; number 6, O, carries 0.065; number 7, C, carries -0.068; number 8, C, carries -0.262


# 7
Computed, not measured: an isolated ion of composition C8H16IN2OS and charge +1, with ωB97M-V/def2-TZVPD.

- net charge = +1
- 2S+1 = 3
- lowest unoccupied orbital energy (spin up / spin down) (eV) = -3.01 / -7.44

Element x y z (Å)
I  -2.96  -1.13  0.46
S  2.36  1.37  0.10
O  0.61  0.08  -1.97
N  2.44  -1.35  -0.04
N  0.66  1.38  -0.06
C  3.30  -2.47  -0.34
C  -1.39  1.22  -1.39
C  -2.24  0.76  0.99
C  0.05  0.90  -0.99
C  -2.19  1.74  -0.21
C  -2.97  1.49  2.15
C  2.98  -0.20  -0.07
C  1.04  -1.81  0.26
H  -3.13  2.01  -0.47
H  1.11  -2.39  1.14
H  -1.97  0.43  -1.94
H  4.22  -2.20  -0.69
H  -1.67  2.58  0.31
H  -1.22  2.03  -2.16
H  -1.10  0.66  1.15
H  4.10  -0.26  -0.09
H  0.39  -0.94  0.23
H  -3.19  0.77  2.99
H  -0.03  -0.15  -2.59
H  -3.97  1.99  1.82
H  -2.36  2.24  2.51
H  2.82  -3.07  -0.99
H  0.84  -2.53  -0.56
H  3.47  -3.15  0.47

These are the natural (NBO) partial charges, in e, on atoms 1 to 8: number 1, I, carries 0.118; number 2, S, carries 0.986; number 3, O, carries -0.672; number 4, N, carries -0.204; number 5, N, carries -0.672; number 6, C, carries -0.409; number 7, C, carries -0.512; number 8, C, carries -0.343


# 8
Computed, not measured: C8H16MgO4 as an isolated structure, with ωB97M-V/def2-TZVPD.

- net charge = +1
- 2S+1 = 2
- lowest unoccupied orbital energy (spin up / spin down) (eV) = -2.83 / -3.17
- relative energy (zero: lowest compared OMol25 entry of this formula, charge and spin) (kcal per mole) = 0.00

Element x y z (Å)
Mg  0.66  -0.29  0.07
O  -0.31  -0.39  1.92
O  1.18  -0.18  -1.89
O  1.82  -1.57  0.87
O  -0.80  0.98  -0.65
C  2.44  -0.58  -2.44
C  -1.56  0.09  2.23
C  -0.88  0.95  -2.08
C  0.13  -1.60  2.58
C  -1.90  1.37  1.59
C  -2.03  1.35  -0.02
C  0.53  0.86  -2.61
C  1.60  -1.76  2.23
H  2.18  -1.03  2.83
H  1.08  1.80  -2.47
H  -2.87  1.71  1.97
H  -1.48  0.08  -2.38
H  -2.29  -0.66  2.53
H  2.99  -1.09  -1.64
H  1.90  -2.77  2.56
H  0.50  0.62  -3.69
H  -1.36  1.87  -2.45
H  -0.48  -2.43  2.19
H  -2.80  0.61  -0.30
H  -0.04  -1.49  3.66
H  -2.30  2.35  -0.37
H  2.27  -1.26  -3.28
H  3.00  0.31  -2.77
H  -1.15  2.14  1.81

These are the natural (NBO) partial charges, in e, on atoms 1 to 8: number 1, Mg, carries 1.807; number 2, O, carries -0.637; number 3, O, carries -0.651; number 4, O, carries -1.068; number 5, O, carries -0.658; number 6, C, carries -0.265; number 7, C, carries 0.151; number 8, C, carries -0.097


- The highest 2S+1 belongs to which entry?
  C8H16GdO5